[1]
Here is an isolated ion of composition C2H7N2 and charge +1 from the Open Molecules 2025 dataset. Energies are from wB97M-V/def2-TZVPD.

```
11
Properties=species:S:1:pos:R:3:forces:R:3
C -0.735 1.040 0.867 -2.0 0.8 0.3
N 1.034 -0.114 -1.134 -0.1 1.8 1.1
C -0.153 -0.751 -0.421 -0.2 -0.7 -3.1
N -0.300 -0.242 0.857 1.5 0.2 0.1
H -1.275 1.292 1.793 0.3 -0.2 0.4
H -1.316 1.435 0.030 0.4 -0.3 -0.5
H 0.128 1.729 1.020 0.6 -0.3 0.1
H 1.769 0.122 -0.478 0.3 -0.3 -0.2
H 1.391 -0.625 -1.933 -0.2 -0.6 0.4
H 0.051 -1.816 -0.546 -0.4 -0.2 1.1
H -0.985 -0.427 -1.064 -0.2 -0.3 0.3
```
Positions in Å, forces in eV/Å.

Results
F_max in eV/Å: 3.2
LUMO level in Eh: -0.335
Frontier orbital gap in eV: 6.15
Total charge: +1

Here are the natural (NBO) charges for atoms 1 to 5, given in e:
1. C -0.5675
2. N -0.7115
3. C -0.1911
4. N 0.1898
5. H 0.3246

---

[2]
Here is an isolated ion of composition C2H7N2 and charge +1 from the Open Molecules 2025 dataset. Energies are from wB97M-V/def2-TZVPD.

```
11
Properties=species:S:1:pos:R:3:forces:R:3
N 0.396 -1.186 1.411 -2.8 2.3 2.6
C 0.611 -0.305 0.402 -1.8 -0.9 -2.1
C -0.503 0.185 -0.253 2.6 0.1 1.2
N -0.394 1.161 -1.396 -2.3 -2.8 0.8
H 1.015 -1.900 1.624 1.6 -1.1 0.4
H -0.303 -0.958 2.230 1.8 -0.7 -2.6
H 1.605 -0.286 -0.073 -0.4 0.2 0.5
H -1.464 0.020 0.189 -0.5 0.2 -0.4
H -0.020 0.698 -2.222 0.9 0.6 0.0
H -0.120 2.059 -1.107 1.3 1.5 -0.1
H -1.371 1.260 -1.637 -0.6 0.4 -0.4
```
Positions in Å, forces in eV/Å.

Results
F_max in eV/Å: 4.4
SMILES: N/C=C/[NH3+]
LUMO level in Eh: -0.135
Frontier orbital gap in eV: 9.56
Total charge: +1

Here are the natural (NBO) charges for atoms 1 to 5, given in e:
1. N -0.7839
2. C 0.0780
3. C -0.2420
4. N -0.6776
5. H 0.4101